Entry 1:
15
Properties=species:S:1:pos:R:3:forces:R:3 method="wB97M-V/def2-TZVPD" mol_weight_g_mol=96.13 fmax_ha_per_bohr=0.1068 total_energy_ev=-8287.0300 relative_energy_ev=3.412 spin_multiplicity=3 homo_energy_ha="-0.1902 / -0.3655" homo_lumo_gap_ha="0.2232 / 0.3156" s_squared=2.006
C 2.71287 -0.46423 0.09304 0.40 0.04 -0.37
C -0.53213 0.52442 1.18260 -1.82 4.56 2.46
C -1.02691 0.46172 -0.27277 1.32 -0.09 1.22
C -0.49066 -0.66263 0.57823 -0.34 -3.32 -4.18
C -2.49252 0.40055 -0.62460 -1.78 1.03 -1.00
N 3.22039 0.56541 -0.23695 0.43 1.68 -0.26
N 2.27165 -1.47464 0.59512 0.80 -2.59 0.30
H 3.08668 1.25402 -0.96953 -0.17 -0.77 0.22
H -0.02599 1.06332 1.96287 0.59 0.55 -0.63
H -0.38120 1.02716 -0.96993 -0.27 -0.19 0.42
H -0.30826 -1.65949 0.39555 0.19 -1.67 0.23
H -3.05222 -0.34473 -0.07493 0.13 -0.12 0.43
H -2.86279 0.28416 -1.67949 1.38 -0.42 0.49
H -2.97183 1.38024 -0.43928 0.32 -0.26 0.52
H 2.85292 -2.35529 0.46006 -1.18 1.58 0.15

Entry 2:
10
Properties=species:S:1:pos:R:3:forces:R:3 method="wB97M-V/def2-TZVPD" mol_weight_g_mol=93.09 fmax_ha_per_bohr=0.0919 total_energy_ev=-8659.8737 relative_energy_ev=6.537 homo_energy_ha="-0.3081 / -0.3081" homo_lumo_gap_ha="0.3100 / 0.3100"
C -0.34782 -1.10385 -0.04613 2.09 -0.09 -1.36
C -1.16578 0.00508 0.02960 -1.59 -2.72 1.49
C 0.96287 -0.72995 -0.53036 -1.67 4.39 0.57
C 0.75320 1.02261 -0.47364 2.95 -3.09 -1.93
N 2.20348 -0.60738 0.06854 0.20 0.02 0.37
N 1.64913 0.50373 0.49495 0.44 -0.56 0.40
N -0.53944 1.17180 -0.16313 -1.90 1.61 1.31
H -0.42955 -2.16046 0.13007 -1.22 -0.06 0.25
H -2.22599 -0.19799 0.35610 1.13 1.21 -0.46
H -0.86010 2.09641 0.13400 -0.44 -0.71 -0.63

Entry 3:
80
Properties=species:S:1:pos:R:3:forces:R:3 method="wB97M-V/def2-TZVPD" mol_weight_g_mol=761.52 fmax_ha_per_bohr=0.0676 total_energy_ev=-96649.7715 total_charge=-5 spin_multiplicity=2 homo_energy_ha="0.1626 / 0.1627" homo_lumo_gap_ha="0.1049 / 0.1048" s_squared=0.774
O 0.71664 -0.37226 2.33843 -0.16 0.12 -0.08
V 0.58180 1.15267 2.00291 1.36 -2.06 2.15
C -0.81453 -1.99523 -7.35431 0.26 0.83 0.13
C -0.49500 -1.49532 -5.94231 -0.49 -0.03 0.23
C -1.12804 -2.29534 -4.81205 -0.54 -0.68 0.14
C -0.64026 -1.79050 -3.47165 -0.65 1.45 0.10
N -1.27692 -2.37694 -2.24578 2.06 -2.39 -1.46
C -0.61298 -1.77435 -1.05126 -0.90 1.33 1.08
C -0.58463 -2.83452 0.02961 0.04 -0.64 -1.20
C -0.18437 -4.06606 -0.80509 -0.38 -1.26 0.37
C -0.80404 -3.85211 -2.19305 -0.56 0.28 0.74
C -2.75759 -2.30719 -2.32420 0.35 0.65 0.44
H -1.88251 -1.88396 -7.55673 -0.03 -0.16 0.06
H -0.51162 -3.01192 -7.60474 0.15 -0.03 0.17
H -0.30512 -1.27304 -8.00047 -0.04 -0.37 -0.38
H -0.92212 -0.48959 -5.89235 0.19 0.06 0.14
H 0.56929 -1.35009 -5.74551 0.07 -0.19 -0.27
H -0.97177 -3.38055 -4.89444 0.43 0.08 -0.21
H -2.21806 -2.22682 -4.87785 0.03 0.34 -0.02
H -0.86576 -0.72156 -3.38084 0.21 0.05 -0.17
H 0.44148 -1.85861 -3.37551 -0.01 -0.23 0.09
H -1.26440 -0.94919 -0.74664 0.40 0.21 -0.08
H 0.35916 -1.38109 -1.33559 0.01 -0.11 0.05
H -1.60692 -2.94976 0.39479 0.21 0.00 0.43
H 0.14003 -2.61362 0.80688 -0.24 0.28 0.21
H -0.62489 -5.01744 -0.47253 -0.16 0.30 0.46
H 0.87648 -4.31265 -0.72826 0.20 0.66 -0.66
H -1.72655 -4.42714 -2.25059 0.13 -0.18 -0.21
H -0.16665 -4.08309 -3.03976 0.07 0.12 -0.02
H -3.10048 -2.94223 -3.13288 -0.03 -0.05 -0.04
H -2.99375 -1.25861 -2.49989 -0.36 -0.14 -0.02
H -3.19868 -2.62274 -1.37948 0.04 -0.06 -0.12
C -3.02994 0.37518 -0.00404 -0.24 -0.33 0.30
C -4.08386 -0.44347 -0.49459 -0.45 1.55 0.06
C -4.46644 -1.71548 0.26328 0.07 -2.08 0.13
O -5.27025 -2.54285 -0.28194 0.05 0.70 0.00
C -3.74115 -2.03470 1.41317 0.33 1.08 -0.32
C -2.73097 -1.16454 1.96430 -0.42 -0.03 -0.09
C -2.36349 0.13363 1.20616 0.49 0.36 -0.41
O -1.44742 0.88806 1.62310 -0.80 -0.32 -0.02
O -2.12970 -1.45121 2.98039 0.45 -0.05 0.57
O -4.71035 -0.13311 -1.53146 0.04 -0.48 0.04
H -2.77210 1.26846 -0.56150 -0.02 0.02 -0.04
H -3.81242 -2.97568 1.94507 -0.44 -0.12 -0.15
C 6.16758 2.32908 2.46549 -0.67 -0.33 -0.42
C 4.85140 2.41029 1.91475 -0.37 -0.18 0.07
C 3.85605 1.27771 2.34696 0.21 -0.28 0.10
O 2.62273 1.49405 2.20563 -0.48 0.75 -0.48
C 4.39628 0.07614 2.80993 0.01 0.56 -0.52
C 5.78792 -0.08576 3.05899 -0.82 -1.44 -0.02
C 6.66283 1.15927 3.05927 0.40 1.36 0.54
O 7.76981 1.15599 3.64712 0.46 -0.67 0.04
O 6.26963 -1.21570 3.31014 0.34 0.58 -0.05
O 4.41030 3.27456 1.14909 0.34 0.13 0.25
H 6.81971 3.19490 2.44911 0.00 0.05 -0.17
H 3.72753 -0.77540 2.84021 0.09 -0.08 0.33
C -0.30087 2.81483 7.47607 0.09 0.08 -0.73
C -0.68237 4.15365 7.30401 -0.64 -0.31 1.18
C -0.60060 4.76323 5.89918 0.87 1.41 -0.95
O -0.89728 5.97114 5.72073 -0.23 -0.66 0.49
C -0.06073 3.98651 4.84208 -0.43 -1.82 0.40
C 0.11858 2.58419 4.97472 -0.10 1.43 -0.79
C 0.08981 1.96701 6.39822 -0.01 -0.21 0.00
O 0.39162 0.77644 6.52445 0.00 0.00 0.09
O 0.30513 1.83100 3.97435 0.08 -0.27 -0.26
O -1.12250 4.85998 8.25354 0.19 0.11 -0.32
H -0.36375 2.35966 8.45870 0.00 0.07 0.06
H -0.04006 4.36304 3.82772 0.01 0.27 0.05
C 0.11400 3.56603 -1.42919 0.10 0.03 0.59
C 0.36514 2.62975 -0.43923 0.37 -0.29 -0.34
C 0.92071 1.25906 -0.89776 -0.44 0.11 -0.21
O 1.10147 0.36995 -0.02964 -0.31 0.99 0.58
C 1.15478 1.03178 -2.25199 -0.20 0.06 0.30
C 0.98918 2.02504 -3.23915 1.26 -0.56 -0.04
C 0.42899 3.38451 -2.80275 -0.86 0.67 0.27
O 0.23340 4.27388 -3.64474 0.20 -0.23 -0.25
O 1.41474 1.86168 -4.39457 -0.48 0.15 -0.56
O 0.19689 2.79173 0.80714 0.32 -0.10 -0.86
H -0.24572 4.52695 -1.07964 -0.04 0.09 -0.26
H 1.67850 0.11037 -2.48976 0.01 0.05 -0.24

Entry 4:
11
Properties=species:S:1:pos:R:3:forces:R:3 method="wB97M-V/def2-TZVPD" mol_weight_g_mol=229.95 fmax_ha_per_bohr=0.0917 total_energy_ev=-24448.9193 relative_energy_ev=0.452 homo_energy_ha=-0.3479 smiles=Pc1nnn[nH]1.I homo_lumo_gap_ha=0.3618
C 0.50690 0.13238 0.15526 -1.24 4.34 1.38
N 0.51243 2.27388 -0.38021 -0.78 -0.12 0.39
N -0.14286 2.11957 0.71841 0.76 -0.43 0.37
N 0.90538 1.05914 -0.78583 0.37 -0.65 0.18
N -0.15362 0.81183 1.17355 1.56 -0.32 -3.96
P 0.65457 -1.54704 -0.17249 -0.94 -2.46 0.46
I -3.09505 -1.75675 -0.09318 -0.59 0.59 1.06
H 1.54370 -1.24826 -1.16906 1.24 -0.41 -0.50
H 1.49833 0.95543 -1.66693 -1.32 0.15 1.96
H -3.68120 -0.97046 1.26497 0.43 -0.56 -1.03
H 1.45142 -1.82972 0.95553 0.50 -0.13 -0.30

Entry 5:
10
Properties=species:S:1:pos:R:3:forces:R:3 method="wB97M-V/def2-TZVPD" mol_weight_g_mol=93.08 fmax_ha_per_bohr=0.0221 total_energy_ev=-8770.0063 relative_energy_ev=0.000 homo_energy_ha=-0.3555 smiles=N#Cc1ccoc1 homo_lumo_gap_ha=0.3844
N 3.14772 -0.59643 -0.16419 -1.11 0.25 0.07
C 2.02122 -0.33649 -0.09402 0.95 -0.20 -0.05
C 0.62919 -0.02990 -0.00975 -0.08 0.13 0.04
C 0.08340 1.16736 0.34304 0.18 -0.01 0.01
O -1.25740 1.09163 0.31873 0.01 0.00 0.00
C -1.58753 -0.17321 -0.05504 0.03 -0.19 -0.06
C -0.47626 -0.91192 -0.27219 -0.12 0.04 0.01
H 0.50843 2.11810 0.62814 -0.01 -0.16 -0.05
H -2.64417 -0.38303 -0.11756 0.16 0.01 0.00
H -0.42460 -1.94612 -0.57714 -0.01 0.13 0.04

Entry 6:
14
Properties=species:S:1:pos:R:3:forces:R:3 method="wB97M-V/def2-TZVPD" mol_weight_g_mol=97.12 fmax_ha_per_bohr=0.0157 total_energy_ev=-8832.3839 relative_energy_ev=3.819 homo_energy_ha=-0.3110 smiles="O=C1C[C@@H]1[C@@H]1CN1" homo_lumo_gap_ha=0.3471
O -0.80901 0.78552 2.26793 0.06 0.41 -0.45
C -0.75498 0.77275 1.07235 -0.27 0.74 0.17
C -1.48696 0.67430 -0.18469 -0.30 -0.06 0.00
C -0.02205 1.14643 -0.23858 0.12 0.00 0.28
C 0.99742 0.03803 -0.31281 0.09 0.07 0.22
C 0.68937 -1.37811 -0.65923 0.03 -0.26 -0.26
N 0.57342 -0.92451 0.70007 0.16 -0.40 0.17
H -2.16830 1.52048 -0.17066 -0.09 -0.01 -0.36
H -1.85675 -0.19637 -0.72013 0.05 -0.02 0.25
H 0.21639 2.11816 -0.67762 -0.08 -0.24 0.37
H 2.04333 0.34243 -0.36146 -0.21 -0.08 0.10
H 1.51227 -2.05469 -0.87003 0.00 0.16 -0.28
H -0.25366 -1.62652 -1.14321 0.19 -0.03 0.06
H 1.24333 -1.19315 1.40572 0.25 -0.28 -0.26